Record 1
16
Properties=species:S:1:pos:R:3:mulliken_charge:R:1 method="wB97M-V/def2-TZVPD" energy_ev=-70690.9376 largest_force_ev_per_a=5.10 e_above_lowest_ev=0.3642 gap_ev=9.16
C 0.264 -1.611 -0.352 -0.467
C 1.034 -0.346 -0.420 -0.694
C -0.906 -1.452 0.596 -0.945
C -0.382 0.967 -0.658 -0.214
C 0.014 2.088 0.362 -1.380
Se -2.005 0.070 -0.146 -0.017
H -0.276 -1.985 -1.223 0.276
H 0.752 -2.498 0.150 0.340
H 1.418 0.064 0.629 0.263
H 1.701 -0.223 -1.218 0.344
H -1.465 -2.410 0.682 0.419
H -0.476 -1.289 1.518 0.432
H -0.076 1.427 -1.558 0.429
H -0.412 3.042 0.112 0.387
H 0.978 2.227 0.101 0.507
H -0.162 1.928 1.424 0.322

Record 2
19
Properties=species:S:1:pos:R:3:mulliken_charge:R:1 method="wB97M-V/def2-TZVPD" energy_ev=-18720.9783 largest_force_ev_per_a=6.32 e_above_lowest_ev=4.5162 gap_ev=8.09
C 0.774 1.977 -1.080 -0.764
C 0.527 0.336 0.529 -0.227
C 1.475 -0.772 -0.162 -0.080
C 2.236 -1.599 0.567 -0.708
C -0.894 -0.103 0.260 0.021
C -2.046 0.848 0.987 -0.895
H 0.217 3.208 -1.188 0.229
H -0.051 1.239 -1.576 0.249
H 1.770 1.832 -1.545 0.326
H 1.580 1.964 0.975 0.337
H 0.968 0.202 1.551 0.389
H 1.407 -1.049 -1.264 0.274
H 2.976 -2.444 0.184 0.213
H 2.135 -1.658 1.696 0.182
H -3.078 0.253 0.996 0.313
H -2.213 1.756 0.384 0.254
H -1.753 0.901 2.153 0.247
N 0.807 1.638 0.228 -0.189
S -1.377 -1.362 -0.661 -0.174

Record 3
14
Properties=species:S:1:pos:R:3:mulliken_charge:R:1 method="wB97M-V/def2-TZVPD" energy_ev=-8829.0143 largest_force_ev_per_a=0.80 e_above_lowest_ev=7.1885 gap_ev=8.56
C 1.763 -0.217 -0.532 -1.409
C 0.509 0.186 0.240 0.664
C -0.701 0.462 -0.691 -0.604
C -2.033 0.820 -0.174 -0.612
O -2.192 -1.588 1.741 -0.581
C -0.003 -0.859 1.182 -0.172
N -1.080 -1.224 1.467 0.437
H 2.620 -0.363 0.131 0.371
H 2.016 0.572 -1.249 0.351
H 1.601 -1.144 -1.091 0.354
H 0.729 1.079 0.840 0.220
H -0.560 1.401 -1.273 0.433
H -0.766 -0.323 -1.458 0.306
H -1.904 1.199 0.866 0.241

Record 4
89
Properties=species:S:1:pos:R:3:mulliken_charge:R:1 method="wB97M-V/def2-TZVPD" energy_ev=-79342.4736 largest_force_ev_per_a=0.09 e_above_lowest_ev=0.0000 gap_ev="8.41 / 5.67" total_charge=+3 multiplicity=5
Ir -1.235 0.015 1.763 1.057
N -1.913 -1.801 4.183 0.088
C -2.206 -1.835 5.492 -0.317
C -2.195 -0.534 5.950 -0.710
C -1.884 0.237 4.835 -0.270
N -1.711 -0.536 3.755 0.047
H -1.851 -2.570 3.539 0.124
H -2.398 -2.766 5.999 0.486
H -2.390 -0.194 6.951 0.447
H -1.783 1.308 4.758 0.429
C -1.731 3.084 -0.353 -0.589
Te -1.602 2.673 1.742 -0.015
C 0.299 3.641 1.651 -0.151
C 0.274 4.419 0.358 0.065
C 1.246 5.386 0.107 -0.709
C 1.228 6.098 -1.080 -0.705
C 0.233 5.858 -2.021 -0.714
C -0.735 4.899 -1.777 -0.677
C -0.711 4.170 -0.591 0.671
H -2.745 3.410 -0.578 0.836
H -1.506 2.169 -0.904 -0.049
H 1.080 2.882 1.689 -0.267
H 0.393 4.284 2.525 0.797
H 2.004 5.596 0.851 0.525
H 1.975 6.858 -1.262 0.462
H 0.201 6.434 -2.936 0.465
H -1.516 4.722 -2.506 0.522
C 1.722 -1.945 0.637 -0.789
P 0.924 -0.271 0.897 -0.082
C 0.938 0.546 -0.713 2.030
C 0.156 -0.018 -1.727 -0.169
C 0.101 0.573 -2.978 -0.994
C 0.810 1.745 -3.221 -1.284
C 1.565 2.325 -2.212 -1.232
C 1.633 1.729 -0.959 -0.532
C 2.166 0.472 1.978 0.580
C 1.825 0.774 3.295 -0.550
C 2.768 1.314 4.158 -0.698
C 4.058 1.553 3.708 -0.687
C 4.411 1.246 2.398 -0.963
C 3.473 0.704 1.537 0.268
P 1.561 -2.999 -0.820 -0.134
C -0.055 -3.644 -1.145 1.000
C -0.587 -3.669 -2.439 -0.157
C -1.775 -4.340 -2.679 -0.851
C -2.437 -4.980 -1.638 -0.548
C -1.917 -4.948 -0.347 -0.843
C -0.725 -4.294 -0.096 -0.472
C 2.533 -2.547 -2.204 0.925
C 2.615 -3.454 -3.278 -0.697
C 3.438 -3.173 -4.350 -0.673
C 4.199 -2.008 -4.353 -0.612
C 4.145 -1.120 -3.280 -0.593
C 3.326 -1.387 -2.203 0.050
H 1.451 -2.550 1.508 0.639
H 2.798 -1.773 0.733 0.721
H -0.418 -0.920 -1.536 -0.191
H -0.497 0.128 -3.763 0.546
H 0.764 2.211 -4.197 0.531
H 2.098 3.249 -2.392 0.587
H 2.228 2.196 -0.186 0.397
H 0.821 0.577 3.656 0.258
H 2.501 1.540 5.181 0.481
H 4.795 1.973 4.379 0.449
H 5.420 1.426 2.052 0.510
H 3.766 0.471 0.520 0.155
H -0.073 -3.175 -3.253 0.445
H -2.181 -4.371 -3.682 0.456
H -3.353 -5.522 -1.836 0.476
H -2.422 -5.479 0.450 0.590
H -0.289 -4.332 0.895 0.429
H 2.058 -4.382 -3.258 0.562
H 3.505 -3.868 -5.175 0.448
H 4.850 -1.797 -5.191 0.443
H 4.749 -0.224 -3.289 0.477
H 3.281 -0.687 -1.381 -0.031
C -4.937 0.850 0.515 -1.224
Sb -3.426 -0.626 0.393 0.513
C -3.331 -0.985 -1.689 -0.865
C -4.431 -2.332 1.149 -1.039
H -5.828 0.475 0.014 0.445
H -4.611 1.766 0.023 0.351
H -5.168 1.058 1.558 0.415
H -4.330 -1.256 -2.030 0.589
H -2.640 -1.797 -1.898 -0.093
H -3.007 -0.078 -2.197 0.382
H -5.372 -2.447 0.613 0.438
H -4.642 -2.194 2.208 0.406
H -3.822 -3.222 0.999 0.161

Record 5
15
Properties=species:S:1:pos:R:3:mulliken_charge:R:1 method="wB97M-V/def2-TZVPD" energy_ev=-9305.0742 smiles="C#C/C=C(/C)[N+]#CN" largest_force_ev_per_a=3.89 e_above_lowest_ev=3.0627 gap_ev=9.15 total_charge=+1
C -1.821 -1.981 0.290 0.273
C -0.712 -1.644 -0.003 -0.744
C 0.689 -1.249 -0.171 -0.275
C 1.074 0.011 -0.070 0.540
C 2.482 0.461 0.112 -1.283
N 0.013 0.923 0.021 -0.001
C -1.132 1.120 -0.076 0.498
N -2.370 1.378 -0.366 -0.367
H -2.892 -2.177 0.399 0.430
H 1.617 -1.892 -0.153 0.285
H 2.668 1.450 -0.257 0.381
H 3.124 -0.334 -0.270 0.369
H 2.674 0.492 1.174 0.328
H -2.408 2.206 -0.956 0.297
H -3.006 1.237 0.326 0.270